1.
Entry from the OMol25 dataset: 4 unconnected molecules or ions with the total composition C24H54BrN3 (wB97M-V/def2-TZVPD).

Total charge: +2

Element x y z (Å)
Br 0.38 0.23 2.24
C 3.47 2.78 -1.82
C 4.15 2.41 -0.50
C 3.81 1.00 0.03
N 4.47 0.57 1.34
C 4.03 1.43 2.56
C 6.02 0.54 1.26
C 6.35 -0.81 0.57
C 5.18 -1.70 0.86
C 4.14 -0.94 1.61
H 2.39 2.59 -1.81
H 3.96 2.21 -2.62
H 3.59 3.84 -2.04
H 4.17 3.14 0.31
H 5.19 2.25 -0.79
H 4.09 0.21 -0.67
H 2.73 0.88 0.11
H 4.63 1.21 3.44
H 3.04 1.04 2.78
H 4.08 2.50 2.34
H 6.28 0.37 2.30
H 6.46 1.45 0.84
H 7.24 -1.25 1.00
H 6.55 -0.69 -0.50
H 5.53 -2.47 1.55
H 4.67 -2.06 -0.03
H 4.10 -1.07 2.70
H 3.10 -1.14 1.35
C -0.83 2.97 -0.64
C -2.06 2.30 0.04
C -3.13 3.36 0.12
N -4.41 2.97 0.79
C -4.22 2.09 2.04
C -5.36 2.15 -0.14
C -6.16 3.20 -0.91
C -6.31 4.47 -0.14
C -5.35 4.28 1.04
H -0.57 3.91 -0.17
H -1.00 3.23 -1.69
H 0.02 2.29 -0.65
H -1.82 1.85 1.00
H -2.34 1.49 -0.64
H -3.31 3.66 -0.91
H -2.81 4.23 0.70
H -3.96 1.09 1.71
H -5.19 2.02 2.52
H -3.46 2.52 2.69
H -6.02 1.46 0.39
H -4.78 1.47 -0.75
H -7.12 2.70 -1.06
H -5.66 3.35 -1.87
H -7.33 4.46 0.23
H -6.16 5.40 -0.71
H -5.97 4.09 1.91
H -4.75 5.13 1.35
C -1.66 -7.07 -1.09
C -1.78 -5.59 -0.75
C -0.51 -4.85 -1.30
N -0.16 -3.40 -0.68
C 0.11 -3.53 0.84
C -1.29 -2.35 -0.89
C -0.72 -1.27 -1.84
C 0.74 -1.29 -1.47
C 1.02 -2.81 -1.42
H -1.30 -7.12 -2.12
H -2.59 -7.63 -1.07
H -1.00 -7.60 -0.40
H -1.74 -5.46 0.33
H -2.73 -5.15 -1.06
H -0.56 -4.74 -2.39
H 0.33 -5.54 -1.17
H 0.89 -4.29 0.92
H -0.78 -3.74 1.44
H 0.52 -2.59 1.23
H -1.50 -2.03 0.13
H -2.09 -2.88 -1.40
H -1.24 -0.35 -1.59
H -0.85 -1.46 -2.90
H 0.88 -0.86 -0.48
H 1.34 -0.76 -2.20
H 1.94 -3.11 -0.92
H 0.97 -3.21 -2.43

***

2.
Entry from the OMol25 dataset: 9 unconnected molecules or ions with the total composition C24H54N6O9 (wB97M-V/def2-TZVPD).

Structure (SMILES): C1CCOC1.C1CCOC1.C1CCOC1.CC(N)=O.CC(N)=O.CC(N)=O.CC(N)=O.CC(N)=O.CC(N)=O

Element x y z (Å)
C 1.47 3.26 2.75
C 1.19 2.96 4.23
C 2.35 3.74 4.96
O 3.45 3.54 4.12
C 2.99 3.26 2.80
H 1.12 4.24 2.44
H 1.10 2.47 2.13
H 1.38 1.90 4.39
H 0.22 3.16 4.64
H 2.64 3.47 5.97
H 2.15 4.81 5.05
H 3.36 2.22 2.62
H 3.49 3.93 2.12
C 0.19 -2.82 3.56
C 0.84 -2.93 2.13
C 1.24 -1.53 1.87
O 0.17 -0.73 2.33
C -0.36 -1.37 3.58
H 0.90 -3.05 4.36
H -0.57 -3.56 3.58
H 0.10 -3.31 1.45
H 1.73 -3.53 2.17
H 1.42 -1.26 0.83
H 2.12 -1.31 2.50
H -1.39 -1.25 3.55
H 0.08 -0.83 4.39
C -2.75 1.58 -5.48
C -3.44 2.44 -4.34
C -3.82 1.39 -3.22
O -3.35 0.08 -3.69
C -2.34 0.29 -4.68
H -1.87 2.05 -5.95
H -3.54 1.37 -6.16
H -4.33 3.00 -4.66
H -2.76 3.19 -3.97
H -4.81 1.30 -2.92
H -3.26 1.59 -2.31
H -2.32 -0.64 -5.24
H -1.41 0.46 -4.18
C -3.73 -6.81 4.50
C -3.82 -5.30 4.37
N -5.06 -4.78 4.66
O -2.91 -4.55 4.03
H -3.80 -6.99 5.58
H -2.75 -7.11 4.08
H -4.60 -7.29 4.04
H -5.86 -5.41 4.71
H -5.10 -3.84 4.39
C 3.17 4.50 -1.96
C 3.52 3.11 -1.56
N 2.46 2.24 -1.38
O 4.66 2.89 -1.35
H 2.95 5.07 -1.07
H 2.26 4.47 -2.55
H 4.02 5.01 -2.46
H 2.58 1.24 -1.25
H 1.65 2.51 -1.88
C 1.61 -0.16 -4.52
C 0.93 -0.74 -3.30
N 0.17 -1.86 -3.50
O 1.03 -0.19 -2.21
H 1.71 -0.88 -5.33
H 2.58 0.22 -4.21
H 1.07 0.76 -4.91
H -0.11 -2.14 -4.45
H -0.35 -2.14 -2.62
C 4.70 -0.19 -2.67
C 4.45 -0.41 -1.24
N 4.93 0.48 -0.30
O 3.96 -1.50 -0.92
H 4.25 -1.03 -3.24
H 5.74 -0.17 -3.10
H 4.24 0.80 -2.94
H 4.75 0.39 0.66
H 5.38 1.31 -0.67
C -1.39 3.17 0.88
C -0.87 2.51 -0.35
N -0.66 1.20 -0.11
O -0.73 3.05 -1.43
H -0.94 2.78 1.82
H -2.45 2.95 0.84
H -1.23 4.21 0.82
H -0.01 0.78 -0.78
H -0.46 0.87 0.86
C -3.01 -3.58 0.31
C -2.23 -2.86 -0.84
N -2.97 -2.27 -1.80
O -1.04 -2.86 -0.99
H -3.72 -2.95 0.83
H -2.26 -4.04 1.00
H -3.63 -4.35 -0.24
H -2.50 -1.55 -2.29
H -3.95 -2.14 -1.71

***

One value per record, in order, for HOMO-LUMO gap: 8.33; 9.38 eV.
One value per record, in order, for LUMO level: -3.9; 0.5 eV.